1.
Density functional theory data (the ωB97M-V functional and the def2-TZVPD basis) for 7 unconnected molecules or ions with the total composition C15H30B4F16N5O.

Output
**Highest occupied orbital energy**: -0.2832 hartree
**Energy**: -2636.81459 Ha
**Charge**: -1
**Orbital gap**: 0.307 Ha

Each line ends with the Löwdin charge.
Cartesian coordinates (Å):
C 0.687722 -4.941577 -0.598527  -0.060
C 0.927222 -3.585209 -1.250070  -0.175
N -0.247371 -2.908309 -1.754793  -0.016
C -1.355585 -2.623467 -0.953844  0.004
C -2.346576 -2.139631 -1.786642  0.011
N -1.829537 -2.169481 -3.095762  -0.084
C -0.554986 -2.615650 -2.988194  0.010
C -2.465678 -1.785858 -4.281697  -0.017
H 0.198399 -5.659183 -1.287068  0.084
H 0.105698 -4.907039 0.328535  0.069
H 1.694071 -5.320075 -0.407929  0.086
H 1.612861 -3.619953 -2.094792  0.124
H 1.422749 -2.922777 -0.541792  0.105
H -1.380338 -2.753463 0.102171  0.119
H -3.357447 -1.856367 -1.542369  0.123
H 0.114110 -2.577417 -3.835831  0.142
H -3.312019 -1.142700 -4.042659  0.103
H -2.851207 -2.644272 -4.834959  0.102
H -1.747342 -1.269644 -4.920256  0.112
C -0.732081 1.218010 3.786030  -0.032
C -1.910479 0.426044 3.084497  -0.132
N -3.255802 1.009006 3.114410  -0.007
C -4.103269 1.348353 2.051756  0.019
C -5.159943 1.946642 2.578919  -0.028
N -4.991402 2.108741 3.929749  -0.104
C -3.777234 1.549891 4.213460  0.006
C -5.795434 2.880537 4.802889  -0.015
H -0.936935 1.283635 4.851947  0.057
H -0.644430 2.224861 3.403101  0.081
H 0.193871 0.676271 3.662847  0.072
H -1.925725 -0.628159 3.375573  0.124
H -1.684766 0.437566 2.008066  0.103
H -3.853643 1.201075 1.010544  0.127
H -6.034295 2.320961 2.088695  0.137
H -3.316429 1.561633 5.207022  0.172
H -6.785868 2.785971 4.365309  0.097
H -5.492486 3.957079 4.771614  0.123
H -5.837785 2.519243 5.827384  0.101
C 2.206925 -0.080943 1.331418  0.027
C 2.368341 -0.222451 -0.124734  -0.347
O 2.562378 -1.214789 -0.771765  0.138
N 2.213123 1.062574 -0.925232  0.094
H 1.773151 1.817519 -0.393234  0.151
H 3.168286 1.385088 -0.993777  0.097
C 1.704854 0.961649 -2.309230  0.014
H 1.184425 0.182007 1.589898  0.063
H 2.870797 0.696202 1.736887  0.111
H 2.566955 -1.020954 1.736705  0.090
H 0.787481 0.334269 -2.334879  0.104
H 1.410679 1.967293 -2.602372  0.097
H 2.435842 0.563119 -3.014811  0.085
B 5.568125 -0.073520 2.011764  -1.209
F 5.220256 0.908045 2.990623  0.052
F 6.939448 -0.362368 2.108440  0.088
F 4.753128 -1.228480 2.253989  0.043
F 5.250746 0.412879 0.731164  0.107
B -1.344758 2.449840 0.001119  -1.122
F -0.302064 1.947933 0.870730  0.059
F -0.853682 3.048333 -1.136716  0.154
F -2.207945 1.277949 -0.366965  -0.032
F -2.227023 3.305384 0.724818  0.070
B 2.555512 -1.579333 -4.773046  -1.197
F 3.101414 -2.180187 -5.879573  0.138
F 2.739071 -2.287107 -3.576861  0.111
F 2.875492 -0.196721 -4.743626  0.086
F 1.102788 -1.578376 -4.990390  -0.006
B 4.067666 3.305216 -1.514839  -1.152
F 2.995191 3.663478 -2.388404  0.079
F 3.612639 3.149980 -0.118949  0.031
F 4.529147 2.003081 -1.903591  0.083
F 5.101032 4.198123 -1.571882  0.149

Atomic forces in eV per Å
C -0.1952 -0.3127 -0.8802
C 1.1007 0.1535 0.1048
N -1.8914 -0.0107 1.5145
C -1.0137 0.6974 -1.7902
C 1.2693 -0.8786 0.0734
N 1.5659 -0.8238 3.7665
C -0.6518 0.5165 -1.5275
C -0.8172 0.5643 -1.7436
H 0.1813 0.3774 0.2877
H 0.2112 0.1262 -0.1219
H -0.1918 -0.1232 0.2871
H 0.1088 -0.2483 0.0213
H -0.1398 0.0030 -0.0347
H 0.1881 -0.1211 0.3631
H 0.1302 0.1603 -0.1952
H 0.4515 -0.1992 -0.1863
H 0.1813 0.1270 -0.0850
H 0.0497 -0.0690 0.0899
H -0.1481 0.1129 0.0214
C -2.0450 -0.4632 0.1886
C 1.7913 0.1719 -1.5734
N -0.3858 1.5794 0.9410
C 1.4481 -1.1781 -0.2335
C -1.5002 0.9845 0.1446
N 3.2761 -1.7380 -0.1066
C -1.0131 0.2011 0.4438
C -1.0523 1.4872 -0.0235
H 0.1186 -0.0296 0.2661
H 0.0510 0.0810 -0.3657
H 0.1310 -0.1366 -0.2211
H -0.2891 0.2521 0.3013
H 0.1384 -0.1221 0.2606
H 0.2747 -0.2468 0.0866
H -0.1414 0.1565 -0.1361
H -0.2544 -0.1121 -0.6205
H -0.3147 0.3379 0.3685
H -0.2261 -0.8854 0.1397
H 0.2922 -0.1490 -0.1108
C 0.7780 -0.0263 0.4003
C -0.3887 0.0047 -1.6484
O -0.1715 0.8847 0.8398
N -0.3747 -0.7805 0.6985
H -0.2364 -0.1893 0.0675
H 1.4180 0.3778 -0.2324
C -1.2702 -0.3521 -0.4676
H -0.1749 -0.0703 -0.1482
H -0.0754 -0.0392 -0.2738
H -0.2251 -0.0286 0.3565
H 0.6042 0.2316 0.1894
H 0.2121 -0.0513 -0.0129
H -0.0139 0.1199 0.5424
B -0.0563 0.3880 0.2115
F -0.0046 -0.3387 -0.2542
F -0.4558 -0.1698 0.0158
F 0.3748 0.0068 0.0536
F -0.1175 -0.1181 0.0991
B -0.8025 -0.6358 0.0827
F -0.8057 0.3900 -0.7708
F -0.0383 -0.3720 0.5525
F 0.8011 0.6360 0.3755
F 0.6053 -0.3714 -0.0431
B -1.0871 1.0899 -0.5520
F 0.5319 -0.4092 0.0232
F 0.2959 0.2189 -0.2051
F 0.3990 -1.0315 0.2809
F -0.4585 -0.2358 0.0685
B 0.1174 -0.3363 0.3552
F 0.4316 -0.1182 0.8951
F -0.0883 0.4104 -1.3115
F -0.4192 0.2938 0.1194
F 0.0072 0.3788 -0.0220

2.
Density functional theory data (the ωB97M-V functional and the def2-TZVPD basis) for 2 unconnected molecules or ions with the total composition C9H22N2.

Output
**Highest occupied orbital energy (alpha / beta)**: -0.2359 / -0.2323 hartree
**Energy**: -465.41668 Ha
**Orbital gap (alpha / beta)**: 0.266 / 0.264 Ha

Each line ends with the natural charge from an NBO analysis.
Cartesian coordinates (Å):
C -1.024711 2.048721 0.006967  -0.620
C -2.980428 0.660839 0.225827  -0.635
C -0.881834 -0.336763 -1.847958  -0.694
C -1.193952 -1.863256 0.289261  -0.678
C 1.949733 -1.909222 -0.158889  -0.668
C 1.867529 -0.196765 1.614852  -0.688
C -1.459563 0.655674 0.430017  -0.294
C -0.937791 -0.536729 -0.379103  0.133
C 1.558529 -0.500389 0.179840  0.193
N 2.249994 1.816991 -0.238930  -0.674
N 2.157342 0.423503 -0.699376  -0.490
H -1.456531 2.204920 -0.928986  0.198
H 0.070466 2.285789 0.129360  0.236
H -1.453376 2.658908 0.794034  0.203
H -3.284898 0.861617 -0.804693  0.205
H -3.419559 1.660873 0.411059  0.214
H -3.589400 -0.091680 0.697089  0.215
H -1.895937 -0.237070 -2.165191  0.218
H -0.327316 -1.273400 -2.351693  0.210
H -0.231278 0.578659 -2.101454  0.218
H -0.644138 -1.890487 1.286542  0.209
H -0.997645 -2.652628 -0.406313  0.215
H -2.196534 -2.104444 0.486092  0.205
H 2.984622 -2.128591 0.290001  0.204
H 2.140518 -2.056684 -1.278831  0.223
H 1.152588 -2.583955 0.394164  0.227
H 1.578555 0.760601 2.099600  0.203
H 1.341556 -0.960908 2.092325  0.221
H 2.900451 -0.209865 1.910426  0.214
H -1.169736 0.500730 1.425747  0.200
H 2.201801 1.836047 0.755242  0.354
H 3.136773 2.208439 -0.517493  0.356
H 1.854169 0.370524 -1.639537  0.366

Atomic forces in eV per Å
C 1.8623 -0.3932 2.5873
C -0.9233 2.0735 -0.1749
C 3.0533 -1.5020 -0.3962
C 1.2439 0.8501 0.1588
C 0.1147 -1.2583 0.5643
C -0.8005 1.3244 0.1947
C -0.5592 -0.7125 -2.2202
C 2.2882 0.8215 1.9660
C 0.0403 1.2165 -1.1008
N -0.6627 -0.5846 -1.5743
N 1.1766 0.9956 1.5464
H -0.2593 1.0221 -1.6350
H -1.0687 -0.6218 -0.9446
H -0.5158 0.6505 -0.2936
H 0.5242 -1.4922 -0.7751
H 0.2523 -0.2237 1.6131
H -0.0450 -0.3554 0.0224
H -0.6232 0.1922 -1.0677
H -1.4959 1.9599 0.8567
H -1.2175 -1.1467 0.2518
H -0.5904 -0.4147 -1.3209
H 1.1259 -0.7603 -0.1248
H -1.9405 0.3352 0.6228
H -1.3364 0.2178 -0.3545
H -0.9840 -0.0820 1.5050
H 1.8573 0.7776 -1.7102
H -0.6807 -0.4247 -0.7061
H -0.6222 -1.2100 1.5821
H 0.9348 -0.6855 -0.3630
H 0.0488 -0.3099 1.6770
H 0.0533 -0.1504 0.5188
H 0.2969 -0.3340 -0.0292
H -0.5477 0.2248 -0.8760

Question: Among the records above, which one has the highest energy?
Answer: C9H22N2

Question: What is the energy in the second record?
Answer: -465.41668 Ha

Question: Which of these has the lowest energy?
Answer: C15H30B4F16N5O